#a
Formula: CH3N3O3
Source: OMol25
Level of theory: the ωB97M-V functional and the def2-TZVPD basis

Results
Orbital gap = 10.704 eV
SMILES string = [O-][N+]1=NN1.O=CO
Lowest unoccupied orbital energy = 0.56 eV

XYZ file:
```
10
CH3N3O3 | OMol25 | the ωB97M-V functional and the def2-TZVPD basis
O -1.5793 0.3588 1.6848
N -1.3213 -0.1218 0.6186
N -1.2259 -0.0575 -0.6236
N -0.5157 -1.1739 0.2379
H -1.0872 -1.9945 0.4338
O 0.5545 1.5306 -0.2993
C 1.5672 0.7879 -0.4526
O 2.5046 0.4366 0.4205
H 1.9229 0.3614 -1.4716
H 2.4162 0.5331 1.3361
```

Results of the Löwdin charge analysis, in e, for atoms 1 through 5:
1. O 0.0863
2. N -0.4642
3. N 0.2169
4. N 0.1023
5. H 0.0886

#b
Formula: CH3N3O3
Source: OMol25
Level of theory: the ωB97M-V functional and the def2-TZVPD basis

Results
Orbital gap (alpha / beta) = 8.467 / 9.401 eV
Lowest unoccupied orbital energy (alpha / beta) = -0.62 / -0.55 eV

XYZ file:
```
10
CH3N3O3 | OMol25 | the ωB97M-V functional and the def2-TZVPD basis
C -1.8171 0.0767 0.3728
N 1.2972 -1.0361 0.2637
N -0.1457 1.1873 -0.8015
N 1.7835 -0.0009 -0.0358
O -2.0262 -0.7370 -0.4813
O 2.7387 0.6803 -0.1288
O -0.9183 1.0625 0.3099
H -2.3351 0.1410 1.3403
H 1.8490 -1.8224 0.6217
H -0.4259 0.4487 -1.4610
```

Results of the Löwdin charge analysis, in e, for atoms 1 through 5:
1. C -0.3594
2. N 0.1408
3. N 0.1309
4. N -0.2788
5. O 0.0723

Which of them is most stable, and which least? Most stable: #a; least stable: #b.